Entry 1:
A cluster of 5 separate species, C25H62N4O7S in total at a distorted geometry, computed with wB97M-V/def2-TZVPD.

Last column: Löwdin charge in e.
Atoms and positions in Å:
C (9.58, -0.37, -1.89)  -0.0963
C (9.13, 0.93, -1.22)  -0.2683
C (7.69, 0.75, -0.73)  -0.2126
C (6.68, 0.82, -1.89)  -0.1875
C (5.34, 1.48, -1.54)  -0.1324
C (4.22, 0.57, -0.98)  -0.2961
C (4.68, -0.77, -0.42)  -0.1484
C (4.82, -1.91, -1.44)  -0.1891
S (3.72, -1.81, -2.83)  0.6026
O (2.48, -2.36, -2.37)  -0.2755
O (4.24, -2.44, -3.98)  -0.2439
O (3.53, -0.27, -3.16)  -0.1833
C (3.10, 0.42, -1.97)  -0.1895
H (9.44, -1.17, -1.18)  0.0703
H (8.96, -0.57, -2.76)  0.0701
H (10.63, -0.31, -2.16)  0.0686
H (9.21, 1.77, -1.90)  0.0931
H (9.74, 1.12, -0.34)  0.1022
H (7.41, 1.54, -0.04)  0.1030
H (7.65, -0.21, -0.24)  0.0941
H (7.15, 1.46, -2.63)  0.1119
H (6.56, -0.14, -2.38)  0.0947
H (4.98, 1.97, -2.44)  0.1108
H (5.56, 2.26, -0.82)  0.1093
H (3.77, 1.11, -0.15)  0.1429
H (5.58, -0.68, 0.17)  0.1039
H (3.91, -1.09, 0.28)  0.1191
H (4.54, -2.84, -0.96)  0.1052
H (5.84, -2.04, -1.77)  0.0954
H (2.23, -0.05, -1.53)  0.1246
H (2.79, 1.42, -2.25)  0.1321
C (9.61, 4.99, -2.91)  -0.1044
O (8.88, 4.71, -1.73)  -0.2005
C (9.66, 4.58, -0.56)  -0.2210
C (10.02, 5.91, 0.13)  -0.4322
C (11.14, 6.67, -0.57)  -0.0701
N (8.86, 6.79, 0.26)  0.0392
H (10.59, 4.50, -2.91)  0.0918
H (9.74, 6.07, -3.05)  0.0757
H (9.03, 4.62, -3.76)  0.0869
H (9.04, 4.00, 0.14)  0.1167
H (10.55, 3.98, -0.75)  0.1179
H (10.37, 5.66, 1.13)  0.1351
H (10.79, 7.17, -1.48)  0.0646
H (11.53, 7.45, 0.09)  0.0758
H (11.96, 6.01, -0.83)  0.0782
H (8.14, 6.33, 0.82)  0.0709
H (8.43, 6.89, -0.66)  0.0691
C (0.84, -4.28, -0.54)  -0.1002
O (-0.11, -4.29, 0.52)  -0.1891
C (-1.19, -3.40, 0.36)  -0.2095
C (-2.33, -3.93, -0.52)  -0.4372
C (-2.03, -3.89, -2.01)  -0.0630
N (-2.72, -5.29, -0.15)  0.0439
H (0.96, -3.28, -0.96)  0.0573
H (0.56, -4.99, -1.32)  0.0805
H (1.80, -4.60, -0.13)  0.0874
H (-1.59, -3.24, 1.37)  0.1207
H (-0.84, -2.42, 0.00)  0.1208
H (-3.19, -3.28, -0.35)  0.1072
H (-1.35, -4.68, -2.31)  0.0663
H (-2.94, -4.01, -2.58)  0.0739
H (-1.58, -2.93, -2.29)  0.0797
H (-3.02, -5.30, 0.82)  0.0654
H (-1.88, -5.86, -0.15)  0.0699
C (-5.69, -3.09, 0.81)  -0.1079
O (-5.79, -1.69, 0.98)  -0.1873
C (-6.51, -1.01, -0.03)  -0.2086
C (-8.04, -1.02, 0.15)  -0.4241
C (-8.69, -2.35, -0.22)  -0.0650
N (-8.43, -0.67, 1.52)  0.0395
H (-5.62, -3.37, -0.24)  0.0918
H (-6.54, -3.60, 1.27)  0.0794
H (-4.79, -3.42, 1.32)  0.0764
H (-6.18, 0.03, 0.02)  0.1212
H (-6.23, -1.38, -1.02)  0.1207
H (-8.45, -0.26, -0.52)  0.1356
H (-8.53, -3.11, 0.54)  0.0661
H (-9.77, -2.22, -0.33)  0.0765
H (-8.30, -2.73, -1.17)  0.0788
H (-8.08, 0.26, 1.73)  0.0823
H (-7.91, -1.27, 2.15)  0.0781
C (-13.06, 2.21, 3.53)  -0.1099
O (-11.72, 1.75, 3.57)  -0.1908
C (-11.43, 0.82, 4.59)  -0.2120
C (-11.79, -0.64, 4.26)  -0.4358
C (-13.29, -0.93, 4.37)  -0.0750
N (-11.32, -1.04, 2.94)  0.0429
H (-13.48, 2.29, 4.53)  0.0892
H (-13.68, 1.56, 2.92)  0.0749
H (-13.05, 3.20, 3.07)  0.0855
H (-10.34, 0.87, 4.73)  0.1194
H (-11.88, 1.14, 5.54)  0.1174
H (-11.29, -1.26, 5.00)  0.1328
H (-13.84, -0.54, 3.52)  0.0626
H (-13.46, -2.00, 4.39)  0.0735
H (-13.71, -0.50, 5.28)  0.0757
H (-10.31, -0.94, 2.89)  0.0298
H (-11.66, -0.35, 2.27)  0.0675

SMILES = CCCCC[C@@H]1CCS(=O)(=O)OC1.COC[C@@H](C)N.COC[C@@H](C)N.COC[C@@H](C)N.COC[C@@H](C)N

=====

Entry 2:
A cluster of 6 separate species, C25H63BClFN2O7 in total, computed with wB97M-V/def2-TZVPD.

Last column: Löwdin charge in e.
Atoms and positions in Å:
C (4.00, -0.69, -1.49)  -0.0951
C (3.84, 0.85, -1.45)  -0.1339
B (2.73, 1.24, -2.49)  -0.4663
O (2.98, 1.31, -3.84)  0.1632
C (1.27, 1.58, -1.97)  -0.2980
N (1.18, 2.94, -1.46)  0.1192
O (0.30, 1.36, -3.01)  -0.0439
C (-0.87, 0.76, -2.65)  -0.3826
F (-1.38, 1.35, -1.49)  0.0022
C (-0.81, -0.76, -2.34)  -0.6678
N (-0.50, -1.15, -0.99)  0.0223
Cl (0.36, -1.53, -3.43)  0.7217
H (3.31, -1.19, -2.18)  0.0502
H (3.83, -1.13, -0.51)  0.0703
H (5.00, -0.98, -1.80)  0.0698
H (3.56, 1.16, -0.45)  0.0930
H (4.79, 1.33, -1.70)  0.1001
H (3.50, 0.59, -4.21)  0.1112
H (1.05, 0.93, -1.12)  0.1304
H (1.81, 3.58, -1.94)  0.0864
H (1.39, 2.98, -0.47)  0.0637
H (-1.59, 0.94, -3.45)  0.1531
H (-1.78, -1.18, -2.63)  0.0940
H (-0.90, -0.51, -0.31)  0.0750
H (0.50, -1.23, -0.84)  0.0606
C (0.34, 3.46, 3.98)  -0.0668
C (1.02, 3.68, 2.64)  -0.2651
O (0.70, 2.70, 1.66)  -0.1800
C (-0.68, 2.61, 1.32)  -0.2781
C (-1.27, 3.88, 0.74)  -0.0705
H (0.59, 2.48, 4.37)  0.0696
H (0.67, 4.22, 4.69)  0.0819
H (-0.75, 3.53, 3.90)  0.0706
H (2.10, 3.62, 2.76)  0.0999
H (0.81, 4.68, 2.26)  0.1127
H (-1.27, 2.28, 2.18)  0.0949
H (-0.73, 1.81, 0.58)  0.0868
H (-1.27, 4.70, 1.47)  0.0683
H (-2.31, 3.70, 0.45)  0.0818
H (-0.72, 4.19, -0.14)  0.0662
C (-2.61, -2.60, -8.89)  -0.0797
C (-3.40, -2.34, -7.61)  -0.2808
O (-2.59, -2.09, -6.47)  -0.1723
C (-1.73, -0.96, -6.55)  -0.2801
C (-2.45, 0.36, -6.76)  -0.0763
H (-1.93, -3.44, -8.75)  0.0810
H (-3.30, -2.84, -9.70)  0.0763
H (-2.03, -1.73, -9.19)  0.0658
H (-3.98, -3.22, -7.35)  0.1179
H (-4.11, -1.52, -7.77)  0.1076
H (-0.97, -1.11, -7.33)  0.1118
H (-1.21, -0.96, -5.60)  0.0646
H (-2.97, 0.41, -7.72)  0.0658
H (-1.72, 1.17, -6.74)  0.0796
H (-3.18, 0.53, -5.97)  0.0788
C (-2.58, -7.09, -1.22)  -0.0821
C (-3.46, -5.87, -0.97)  -0.2872
O (-2.77, -4.64, -1.00)  -0.1571
C (-2.11, -4.32, -2.21)  -0.2778
C (-3.04, -4.22, -3.41)  -0.0724
H (-1.77, -7.13, -0.49)  0.0799
H (-3.18, -8.00, -1.12)  0.0749
H (-2.15, -7.09, -2.22)  0.0649
H (-3.89, -5.93, 0.03)  0.1165
H (-4.30, -5.86, -1.68)  0.1059
H (-1.30, -5.03, -2.42)  0.1114
H (-1.65, -3.36, -2.03)  0.0746
H (-3.52, -5.17, -3.65)  0.0659
H (-2.48, -3.91, -4.29)  0.0678
H (-3.82, -3.48, -3.23)  0.0836
C (-1.28, -0.31, 4.12)  -0.0706
C (-1.32, -0.25, 5.64)  -0.2783
O (-2.14, 0.78, 6.15)  -0.1624
C (-3.51, 0.74, 5.79)  -0.2836
C (-4.23, -0.53, 6.23)  -0.0801
H (-0.95, 0.65, 3.72)  0.0506
H (-0.59, -1.09, 3.79)  0.0816
H (-2.26, -0.54, 3.69)  0.0712
H (-0.33, -0.04, 6.03)  0.1157
H (-1.62, -1.23, 6.05)  0.1077
H (-3.63, 0.88, 4.71)  0.1064
H (-3.95, 1.61, 6.28)  0.1178
H (-3.83, -1.42, 5.74)  0.0662
H (-5.29, -0.45, 5.96)  0.0768
H (-4.15, -0.66, 7.31)  0.0810
C (7.46, 2.81, 5.14)  -0.0805
C (6.26, 3.68, 5.47)  -0.2823
O (5.23, 3.66, 4.49)  -0.1590
C (4.65, 2.40, 4.22)  -0.2791
C (3.98, 1.75, 5.42)  -0.0745
H (7.89, 3.10, 4.18)  0.0809
H (8.22, 2.93, 5.91)  0.0765
H (7.20, 1.75, 5.09)  0.0654
H (6.56, 4.73, 5.52)  0.1180
H (5.85, 3.41, 6.45)  0.1072
H (5.39, 1.71, 3.78)  0.1090
H (3.91, 2.59, 3.45)  0.0975
H (4.70, 1.52, 6.21)  0.0660
H (3.50, 0.82, 5.12)  0.0771
H (3.22, 2.42, 5.84)  0.0779

SMILES = CCB(O)[C@@H](N)O[C@H](F)[C@H](N)Cl.CCOCC.CCOCC.CCOCC.CCOCC.CCOCC

=====

Number 1: frontier orbital gap 0.3411 hartree, energy -58055.8942 eV. Number 2: frontier orbital gap 0.3549 hartree, energy -60174.6410 eV.